# 1
Molecular formula: C5H10N3
Method: DFT, ωB97M-V/def2-TZVPD

Its molar mass is 112.16 g/mol. As for the energy relative to the best compared isomer or geometry (same formula, charge and spin): 22.6 kcal per mole. The SMILES is CNCc1[nH]cc[nH+]1. Its highest occupied orbital energy is -0.4844 Ha. The frontier orbital gap comes out at 10.161 eV. Its spin multiplicity is 1. Its charge is +1. As for the calculated total energy: -360.53908 Eh. As for the largest force on an atom: 3.24 eV/A.

Positions of all 18 atoms, in Å:
C (2.619173, -0.269328, -0.309332)
N (1.737253, 0.425188, 0.683883)
C (0.662223, 1.178169, 0.031597)
C (-0.647128, 0.357699, 0.059071)
N (-1.409018, 0.213428, -1.019680)
C (-2.494198, -0.575412, -0.617782)
C (-2.345004, -0.887559, 0.676497)
N (-1.158467, -0.262083, 1.106348)
H (2.073141, -0.527622, -1.233882)
H (3.463825, 0.406147, -0.504089)
H (2.975070, -1.187404, 0.178649)
H (1.381645, -0.316543, 1.274402)
H (0.891565, 1.339569, -1.035344)
H (0.487009, 2.165140, 0.496105)
H (-1.254775, 0.596356, -1.942363)
H (-3.338016, -0.914246, -1.212357)
H (-2.941465, -1.483730, 1.358922)
H (-0.702834, -0.257771, 2.009355)

Forces on the atoms, in the same order (eV/Å):
-0.1 0.4 0.7
0.2 -0.3 -0.9
-0.7 -0.8 0.4
2.3 2.2 -0.8
-1.3 -1.2 1.3
-0.9 -0.5 -0.4
0.5 0.1 1.1
-0.6 -0.2 -1.1
0.3 0.0 0.2
-0.2 -0.5 -0.3
0.1 0.3 -0.4
-0.2 0.3 0.1
0.1 0.1 0.5
0.0 -0.4 -0.1
0.1 0.0 0.2
0.5 0.4 -0.3
0.1 0.2 -0.3
-0.3 -0.1 0.0

***

# 2
Molecular formula: C45H61N5O7PS2W
Method: DFT, ωB97M-V/def2-TZVPD

Its molar mass is 1062.96 g/mol. As for the energy relative to the best compared isomer or geometry (same formula, charge and spin): 0.0 kcal per mole. Its highest occupied orbital energy (spin up / spin down) is -0.2160 / -0.2464 Ha. The expectation value of S² is 3.766. The frontier orbital gap (spin up / spin down) comes out at 5.974 / 6.796 eV. Its spin multiplicity is 4. As for the calculated total energy: -3756.82088 Eh. As for the largest force on an atom: 0.96 eV/A.

Positions of all 122 atoms, in Å:
W (-0.875427, -0.168554, -0.058821)
C (3.245659, -4.057112, -1.274119)
N (1.840231, -3.965902, -1.630033)
C (1.401367, -4.671854, -2.818227)
C (0.917636, -3.417947, -0.802763)
O (-0.286108, -3.423408, -1.014823)
C (1.454854, -2.753763, 0.466382)
O (0.405269, -2.116873, 1.152197)
C (-0.511612, -2.990779, 1.790616)
C (-1.922255, -2.450420, 1.647209)
O (-2.161209, -1.524673, 0.843360)
N (-2.919179, -2.962864, 2.349412)
C (-4.225601, -2.304239, 2.312257)
C (-2.745457, -3.969153, 3.390709)
H (3.830601, -4.122663, -2.190769)
H (3.578349, -3.169554, -0.742686)
H (3.466507, -4.939868, -0.666693)
H (1.582320, -5.744101, -2.714643)
H (0.339888, -4.497552, -2.962756)
H (1.950473, -4.304055, -3.685285)
H (1.965985, -3.486466, 1.102429)
H (2.161127, -1.952672, 0.236897)
H (-0.508001, -3.985433, 1.336756)
H (-0.232917, -3.067578, 2.844827)
H (-4.363916, -1.808087, 1.356959)
H (-4.987910, -3.066745, 2.450377)
H (-4.266923, -1.555377, 3.105449)
H (-1.835066, -4.538159, 3.255884)
H (-2.732600, -3.494243, 4.373163)
H (-3.581072, -4.665823, 3.346344)
C (1.712271, 4.213180, 1.403693)
C (0.224310, 4.457877, 1.462110)
O (-0.467637, 3.424660, 0.725430)
P (-2.043014, 3.233019, 0.983703)
S (-2.535605, 3.273037, 2.839412)
S (-2.529084, 1.620759, -0.188898)
O (-2.744188, 4.481315, 0.257101)
C (-2.964670, 4.678424, -1.145961)
C (-1.792297, 5.388625, -1.782458)
H (2.214742, 4.919834, 2.067758)
H (2.107128, 4.355013, 0.399350)
H (1.957666, 3.205425, 1.730718)
H (-0.042789, 5.418520, 1.012514)
H (-0.137494, 4.449881, 2.493713)
H (-3.869569, 5.282494, -1.204513)
H (-3.158106, 3.722431, -1.635312)
H (-1.624472, 6.361664, -1.320116)
H (-1.979257, 5.539348, -2.847553)
H (-0.888500, 4.797153, -1.676024)
O (-2.226558, -0.035987, 3.358351)
C (-1.050500, 0.202157, 3.215152)
N (-0.144011, 0.281134, 4.252754)
C (1.202237, 0.512100, 3.801015)
C (0.973710, 0.426578, 2.291334)
O (1.884517, 0.448726, 1.473931)
N (-0.342639, 0.343904, 2.014178)
C (2.122978, -0.587969, 4.329180)
C (2.913716, -1.381055, 3.509551)
C (3.705056, -2.387656, 4.056121)
C (3.717958, -2.608476, 5.422570)
C (2.939077, -1.805673, 6.249590)
C (2.156157, -0.804321, 5.704922)
C (1.753292, 1.906897, 4.080149)
C (3.094105, 2.170752, 3.805954)
C (3.614680, 3.436993, 4.005107)
C (2.800170, 4.458221, 4.483766)
C (1.464967, 4.201970, 4.745926)
C (0.939699, 2.930289, 4.541344)
H (-0.482654, 0.518547, 5.169776)
H (2.926261, -1.187884, 2.443872)
H (4.323780, -2.992682, 3.405286)
H (4.333812, -3.390699, 5.845128)
H (2.951860, -1.955817, 7.320746)
H (1.567987, -0.174650, 6.361593)
H (3.725981, 1.381649, 3.419993)
H (4.656698, 3.630098, 3.784518)
H (3.206315, 5.448453, 4.642995)
H (0.816564, 4.994783, 5.094479)
H (-0.119295, 2.761069, 4.691309)
C (-3.424981, -1.440313, -6.402436)
C (-3.263880, -1.657818, -4.919144)
C (-4.113000, -2.501005, -4.221649)
C (-3.949150, -2.651774, -2.844279)
C (-4.886030, -3.521010, -2.044976)
C (-2.931471, -1.982118, -2.197673)
C (-2.034102, -1.137971, -2.871720)
C (-2.243724, -0.985835, -4.250662)
N (-1.040835, -0.525891, -2.132349)
C (0.011723, 0.305905, -2.739556)
C (0.906720, -0.383517, -3.788129)
C (2.050558, 0.555491, -4.209155)
C (2.921083, 0.902045, -2.999358)
C (2.068078, 1.595489, -1.931898)
C (1.481090, 2.884623, -2.495247)
C (0.630163, 2.562144, -3.726176)
C (1.473849, 1.852281, -4.790479)
C (-0.515711, 1.647358, -3.290681)
C (0.966011, 0.603174, -1.562633)
H (-4.234995, -2.047495, -6.805655)
H (-2.512180, -1.697370, -6.942605)
H (-3.648173, -0.395681, -6.626372)
H (-4.905972, -3.027940, -4.738634)
H (-5.406486, -4.235780, -2.682283)
H (-5.643954, -2.919118, -1.538559)
H (-4.347460, -4.080465, -1.278832)
H (-2.810551, -2.127468, -1.127155)
H (-1.639698, -0.311482, -4.832337)
H (0.342329, -0.681949, -4.667952)
H (1.309180, -1.304271, -3.347495)
H (2.659897, 0.054039, -4.966006)
H (3.740279, 1.564490, -3.294899)
H (3.371652, -0.006310, -2.585781)
H (2.672574, 1.799669, -1.045291)
H (2.294499, 3.570943, -2.751064)
H (0.867161, 3.365856, -1.735473)
H (0.221658, 3.489241, -4.136970)
H (2.288431, 2.501261, -5.126143)
H (0.856584, 1.628288, -5.665502)
H (-1.181135, 1.451212, -4.129274)
H (-1.115484, 2.127739, -2.514513)
H (0.428913, 1.106264, -0.704504)
H (1.436202, -0.333143, -1.233350)

Forces on the atoms, in the same order (eV/Å):
-0.8 0.0 0.6
0.0 0.0 -0.2
-0.1 0.1 0.2
0.0 0.0 0.0
-0.1 -0.1 -0.2
0.3 -0.1 0.1
0.1 0.0 -0.1
-0.4 -0.1 -0.4
0.0 -0.1 0.2
-0.1 0.3 0.0
0.0 0.0 0.0
0.2 -0.2 0.1
0.1 0.0 0.0
-0.1 0.2 -0.1
0.0 0.0 0.0
0.0 0.0 0.0
0.0 0.0 0.0
0.0 0.0 0.0
0.0 0.0 0.0
0.0 0.0 0.0
0.0 0.0 0.0
0.0 -0.1 0.0
0.1 0.0 0.0
0.0 0.0 0.0
0.0 0.0 0.0
-0.1 0.0 0.0
0.0 0.0 0.0
0.1 0.0 -0.1
0.0 0.0 0.0
0.0 0.0 0.0
-0.1 0.1 -0.2
0.0 0.1 0.0
0.2 -0.1 -0.1
0.0 0.0 -0.1
0.0 0.0 0.3
0.1 -0.2 -0.2
-0.1 -0.1 0.1
0.1 0.0 0.0
-0.1 0.1 -0.1
-0.1 -0.1 -0.2
0.0 0.0 -0.2
0.0 0.0 0.0
0.0 0.0 0.0
0.0 0.0 -0.1
0.0 0.0 0.0
0.0 0.0 0.1
0.0 0.0 0.0
0.0 0.0 0.0
0.2 -0.1 0.0
-0.2 -0.2 -0.1
0.5 0.0 -0.1
-0.2 0.2 0.3
0.1 0.0 0.1
-0.2 0.2 -0.1
0.1 0.0 -0.4
0.0 -0.3 0.1
0.0 0.1 0.0
0.1 0.0 -0.1
0.0 0.0 0.0
-0.1 0.0 0.0
0.1 0.0 0.0
0.0 0.0 0.0
0.1 -0.1 0.2
0.1 0.0 0.1
0.0 0.0 0.2
0.1 -0.1 0.1
0.1 0.0 0.0
-0.1 0.0 -0.1
0.0 0.0 0.0
0.0 0.0 0.1
0.0 0.0 0.0
0.0 0.0 0.0
0.0 0.0 0.0
0.0 0.0 0.0
0.0 0.0 0.0
0.0 0.0 0.0
0.0 0.0 0.0
0.0 0.0 0.0
0.0 0.0 0.0
-0.1 0.0 0.0
0.1 0.1 0.0
0.0 0.0 0.0
-0.1 0.0 0.0
0.0 0.0 0.0
-0.1 -0.2 0.3
0.0 0.1 0.0
-0.1 0.0 0.0
0.5 0.0 0.1
-0.1 -0.1 0.1
0.0 0.0 0.0
-0.1 0.0 0.0
0.1 0.1 0.0
0.2 -0.2 0.0
0.0 0.0 -0.1
0.0 -0.1 0.1
0.0 0.0 0.1
0.0 0.0 0.0
-0.3 0.1 -0.2
0.0 0.0 0.0
0.0 0.0 0.0
0.0 0.0 0.0
0.0 0.0 0.0
0.0 0.0 0.0
0.0 0.0 0.0
0.0 0.0 0.0
0.0 0.0 -0.3
0.1 0.0 -0.1
-0.1 0.0 0.0
0.0 0.0 0.0
0.0 0.0 0.0
0.0 0.0 0.0
0.0 0.0 0.0
0.0 0.0 0.0
0.0 0.0 0.0
-0.1 0.1 0.1
0.0 0.0 0.0
0.0 0.0 0.0
0.0 0.0 0.0
0.0 0.1 0.0
0.0 0.0 0.0
0.3 0.6 0.0
0.0 0.1 0.1

***

# 3
Molecular formula: C3H10NOPS
Method: DFT, ωB97M-V/def2-TZVPD

Its molar mass is 139.16 g/mol. As for the energy relative to the best compared isomer or geometry (same formula, charge and spin): 79.1 kcal per mole. The SMILES is CNP(C)S.C=O. Its highest occupied orbital energy is -0.2964 Ha. The frontier orbital gap comes out at 8.829 eV. Its spin multiplicity is 1. As for the calculated total energy: -989.77193 Eh. As for the largest force on an atom: 5.05 eV/A.

Positions of all 17 atoms, in Å:
C (-2.434500, 0.595205, -0.947487)
N (-1.535848, 0.453129, 0.253906)
P (0.055835, -0.080515, -0.013654)
C (1.045421, 0.325644, 1.551669)
S (0.009947, -2.266577, 0.147705)
H (-3.408168, 1.003479, -0.794169)
H (-1.803633, 1.046982, -1.654211)
H (-2.749263, -0.439947, -1.159111)
H (-1.767453, 1.235905, 0.902351)
H (1.897301, -0.242850, 1.682260)
H (1.193382, 1.472322, 1.496019)
H (0.446591, 0.221809, 2.518263)
H (-0.922592, -2.421538, -0.943440)
C (3.676793, 0.062945, -0.722884)
O (4.133307, 0.832431, 0.079657)
H (2.696184, 0.098853, -1.117048)
H (4.438292, -0.691960, -1.180099)

Forces on the atoms, in the same order (eV/Å):
1.0 -2.8 1.6
-1.6 1.7 1.3
0.6 -0.1 -0.2
-4.1 2.9 0.8
-1.5 0.2 -1.1
-0.2 1.2 0.6
0.0 0.6 -1.8
0.6 0.2 -0.8
0.9 -1.3 -0.3
2.0 -0.9 -0.2
0.4 -1.9 -0.1
0.4 -0.2 -1.3
1.5 0.3 1.5
3.6 -0.7 -0.4
-0.7 0.1 0.2
-1.5 0.0 -0.3
-1.4 0.6 0.4